{"formula": "C33H40IN6O3S", "method": "ωB97M-V with the def2-TZVPD basis set", "largest_force_ha_per_bohr": 0.1253, "total_charge": 1, "energy_ha": -2531.10090, "homo_lumo_gap_ev": 6.44, "species": ["O", "S", "O", "O", "C", "C", "C", "C", "C", "C", "N", "I", "C", "C", "H", "H", "H", "H", "H", "H", "H", "H", "H", "H", "H", "H", "H", "H", "H", "N", "C", "C", "C", "C", "C", "H", "H", "H", "H", "H", "N", "C", "C", "C", "C", "C", "H", "H", "H", "H", "H", "N", "C", "C", "C", "C", "C", "H", "H", "H", "H", "H", "N", "C", "C", "C", "C", "C", "H", "H", "H", "H", "H", "N", "C", "C", "C", "C", "C", "H", "H", "H", "H", "H"], "coordinates": [[2.890256, -2.784705, 4.762464], [4.160199, -2.173141, 4.113548], [4.478109, -0.851614, 4.870019], [5.401218, -3.374232, 4.300485], [3.938172, -1.746138, 2.273599], [2.393448, -1.893314, 1.745312], [1.538743, -0.496344, 1.703742], [0.324063, -0.385696, 2.798137], [-0.615381, -1.720620, 2.938454], [-0.916444, -2.667446, 1.634277], [-1.933216, -3.509216, 2.103257], [-2.527968, -4.909862, 0.709211], [-2.430245, -3.261292, 3.543247], [-2.109607, -1.620862, 3.606044], [4.980213, -4.270990, 4.061066], [4.424805, -0.719739, 1.976663], [4.566904, -2.578733, 1.693387], [1.900656, -2.766688, 2.347468], [2.463907, -2.273386, 0.616042], [2.310342, 0.372512, 1.977864], [1.193812, -0.259157, 0.597519], [0.757661, -0.089011, 3.847141], [-0.348863, 0.536978, 2.454167], [-0.008587, -2.410310, 3.684252], [-0.385542, -2.673946, 0.591275], [-3.588988, -3.452297, 3.541473], [-1.777795, -3.920300, 4.293973], [-2.766599, -0.946882, 2.885682], [-2.147035, -1.180041, 4.710637], [-1.196882, -3.287607, -3.072109], [-2.165236, -2.717420, -2.322088], [-3.376665, -2.278382, -2.831825], [-3.610464, -2.428499, -4.194653], [-2.631582, -3.010385, -4.993599], [-1.453336, -3.421600, -4.391477], [-1.934157, -2.619387, -1.265371], [-4.119616, -1.829878, -2.182114], [-4.547707, -2.095109, -4.630630], [-2.782940, -3.141055, -6.059095], [-0.660286, -3.884713, -4.971914], [-5.805443, 0.281071, -2.149304], [-6.813218, 0.897583, -1.493823], [-7.230000, 2.191374, -1.763162], [-6.572137, 2.900089, -2.762881], [-5.529007, 2.292895, -3.454482], [-5.186868, 0.993608, -3.115799], [-7.292928, 0.304586, -0.720588], [-8.047351, 2.635796, -1.206671], [-6.869878, 3.917011, -3.001354], [-4.995980, 2.818540, -4.238603], [-4.381967, 0.475004, -3.629115], [6.738770, -3.451606, 0.312721], [7.794893, -2.651743, 0.577628], [9.111704, -3.082820, 0.559515], [9.363534, -4.416413, 0.255198], [8.296546, -5.265372, -0.020337], [7.014680, -4.740782, 0.018855], [7.546654, -1.620835, 0.812716], [9.921210, -2.395585, 0.777834], [10.382716, -4.791129, 0.232650], [8.459425, -6.309927, -0.260426], [6.149003, -5.362319, -0.192340], [6.992177, 4.483227, 4.081863], [6.382281, 3.939671, 5.157931], [5.652655, 2.762329, 5.117195], [5.536465, 2.101864, 3.898677], [6.151777, 2.637827, 2.772067], [6.863182, 3.818468, 2.913140], [6.499306, 4.493803, 6.084701], [5.185950, 2.370124, 6.013641], [4.971382, 1.177061, 3.827456], [6.079598, 2.147596, 1.807842], [7.364364, 4.274660, 2.064015], [-7.069574, 5.987394, -4.689170], [-6.776320, 7.288248, -4.472071], [-7.500961, 8.341228, -5.007117], [-8.591381, 8.044873, -5.818076], [-8.917333, 6.714665, -6.061833], [-8.134770, 5.730831, -5.479100], [-5.914823, 7.468026, -3.835548], [-7.221650, 9.367435, -4.797016], [-9.182496, 8.843718, -6.256346], [-9.760695, 6.450656, -6.689771], [-8.350860, 4.677778, -5.636244]], "atomic_forces_ev_per_a": [[3.8, 1.1, -3.2], [-2.7, 2.2, 5.4], [0.1, -4.9, -3.3], [-2.6, 0.9, -1.2], [0.5, -1.4, -2.1], [0.2, -0.4, -0.8], [0.8, 0.6, 0.5], [-0.7, 1.0, -0.8], [1.0, -0.2, 0.5], [-2.4, -0.7, 4.3], [3.7, 2.5, -2.6], [-0.3, -0.2, 0.6], [-0.7, 1.5, -0.6], [0.9, -0.5, -0.1], [0.6, 1.9, 0.5], [-1.0, -1.9, 1.2], [-1.1, 1.7, 1.3], [0.8, 1.8, -1.0], [0.1, 0.8, 2.5], [-1.8, -1.8, -0.6], [0.5, -0.7, 2.4], [-0.9, -0.9, -2.0], [1.4, -2.0, 0.8], [-1.0, 1.0, -1.6], [-1.4, -0.3, 2.1], [2.5, 0.0, 0.2], [-1.6, 1.6, -1.6], [1.0, -1.8, 1.6], [0.3, -1.1, -2.5], [-0.8, 0.3, -0.2], [0.6, -0.4, -0.9], [0.0, 0.0, 0.0], [0.0, 0.0, -0.1], [-0.2, 0.1, 0.2], [0.4, 0.0, 0.8], [-0.1, 0.1, 0.0], [0.0, 0.1, -0.1], [0.1, 0.0, 0.1], [0.0, 0.0, 0.1], [-0.1, 0.1, 0.0], [-0.2, 0.8, -0.2], [0.6, -0.5, -0.3], [0.2, 0.0, -0.2], [-0.1, 0.1, 0.0], [-0.2, 0.0, 0.1], [-0.4, -0.5, 0.6], [0.0, 0.1, -0.1], [0.1, -0.1, 0.0], [0.1, -0.1, -0.1], [-0.1, 0.0, 0.1], [0.0, 0.1, 0.0], [0.8, -0.3, 0.1], [-0.7, -0.4, -0.2], [0.0, -0.2, -0.1], [0.0, 0.0, 0.0], [0.2, 0.2, 0.1], [-0.3, 0.8, 0.2], [0.1, 0.0, 0.0], [-0.1, -0.1, 0.0], [-0.1, 0.1, 0.0], [0.0, 0.1, 0.0], [0.1, 0.0, 0.0], [-0.6, -0.9, -0.1], [0.5, 0.5, -0.7], [0.0, -0.1, -0.2], [-0.1, 0.0, -0.1], [-0.1, 0.0, 0.3], [0.2, 0.6, 0.7], [0.0, -0.1, -0.1], [0.1, 0.0, -0.1], [0.1, 0.1, 0.1], [0.0, 0.1, 0.0], [0.0, -0.1, 0.0], [-0.5, 0.7, -0.4], [-0.1, -0.9, -0.1], [-0.2, -0.1, -0.2], [0.0, 0.0, 0.0], [0.1, 0.2, 0.1], [0.7, 0.1, 0.5], [-0.1, 0.0, 0.0], [0.0, -0.1, 0.0], [0.1, -0.1, 0.1], [0.1, 0.0, 0.1], [0.0, 0.1, 0.0]]}